Record 1
Density functional theory data (ωB97M-V/def2-TZVPD) for C23H15Cl3F13IrN4Si as an isolated structure.

The calculation puts the LUMO energy (alpha / beta) at -1.469 / -1.468 eV. Its spin multiplicity is 1.

CARTESIAN COORDINATES (ANGSTROEM)
Ir -0.638 0.693 -0.472
C 0.936 3.607 0.168
N -0.283 3.150 -0.481
C -1.474 3.654 0.187
C -1.693 2.983 1.552
N -1.320 1.592 1.521
C -1.545 0.798 2.563
C -2.409 1.021 3.677
F -3.067 2.186 3.810
C -2.636 0.057 4.644
F -3.476 0.327 5.646
C -1.997 -1.183 4.608
F -2.241 -2.114 5.535
C -1.088 -1.417 3.579
F -0.408 -2.568 3.502
C -0.877 -0.454 2.622
F 0.043 -0.722 1.671
C -0.255 3.417 -1.914
C 0.762 2.484 -2.620
N 0.966 1.312 -1.808
C 2.151 0.682 -1.782
C 2.638 0.181 -0.551
F 1.938 0.506 0.556
C 3.782 -0.577 -0.437
F 4.177 -1.017 0.761
C 4.544 -0.850 -1.573
F 5.658 -1.587 -1.485
C 4.139 -0.329 -2.801
F 4.877 -0.564 -3.890
C 2.981 0.425 -2.901
F 2.598 0.881 -4.108
H 1.020 4.701 0.111
H 1.805 3.164 -0.310
H 0.939 3.302 1.211
H -2.339 3.436 -0.442
H -1.412 4.743 0.330
H -2.754 3.114 1.792
H -1.114 3.496 2.334
H 0.016 4.464 -2.114
H -1.256 3.225 -2.305
H 1.712 3.010 -2.776
H 0.376 2.223 -3.611
Cl -3.755 -1.518 -1.339
Si -2.845 0.381 -1.459
Cl -3.106 0.788 -3.481
Cl -4.326 1.583 -0.595
F 0.427 -6.310 0.993
C 0.346 -5.983 -0.303
F -0.655 -6.716 -0.819
F 1.475 -6.399 -0.885
C 0.109 -4.504 -0.482
C 0.910 -3.729 -1.311
C 0.617 -2.376 -1.403
N -0.358 -1.791 -0.725
C -1.121 -2.543 0.060
C -0.936 -3.906 0.211
H 1.731 -4.162 -1.865
H 1.198 -1.735 -2.048
H -1.914 -2.042 0.593
H -1.573 -4.488 0.858

Atom charges from the Mulliken analysis, given in e for atoms 1 to 5:
1 Ir 2.7490
2 C -1.0983
3 N 0.3854
4 C -1.1722
5 C -0.8977

---

Record 2
Density functional theory data (ωB97M-V/def2-TZVPD) for C23H15Co2N2O7 as an isolated structure.

The calculation puts the energy above the lowest of the compared OMol25 structures with the same formula, charge and spin at 0.0 kcal/mol. As for the net charge: -1. The calculation puts the LUMO energy at 2.493 eV. Its spin multiplicity is 1.

CARTESIAN COORDINATES (ANGSTROEM)
O -3.256 1.702 -2.235
C -2.394 1.240 -1.616
Co -1.240 0.423 -0.606
C 0.054 1.721 -0.439
O 0.692 2.668 -0.675
C -2.524 0.161 0.564
O -3.478 0.046 1.215
C -1.196 -1.293 -1.535
C -2.479 -1.979 -1.547
C -3.040 -2.478 -0.354
C -4.353 -2.929 -0.344
C -5.061 -3.039 -1.549
C -4.471 -2.638 -2.753
C -3.184 -2.107 -2.759
C -0.288 -0.896 -2.554
C -0.218 -0.195 -3.695
Co 0.525 -1.753 -1.269
C 0.353 -2.400 0.375
O 0.269 -2.780 1.465
C 1.839 -0.604 -1.391
O 2.722 0.134 -1.533
C 1.388 -3.063 -2.142
O 2.022 -3.815 -2.746
H -2.414 -2.538 0.543
H -4.816 -3.206 0.607
H -6.074 -3.445 -1.552
H -5.000 -2.734 -3.702
H -2.703 -1.781 -3.685
H 0.719 -0.222 -4.250
H -1.097 0.291 -4.125
C 5.461 1.551 0.669
O 5.060 2.326 1.822
C 3.763 2.358 2.211
C 2.713 1.856 1.407
C 1.466 1.742 1.995
C 1.254 2.179 3.311
C 2.251 2.769 4.087
C 3.514 2.874 3.520
N -0.081 1.930 3.587
C -0.655 1.396 2.480
N 0.237 1.262 1.507
H 6.524 1.775 0.581
H 5.309 0.478 0.846
H 4.922 1.865 -0.233
H 2.860 1.495 0.387
H 2.014 3.115 5.092
H 4.354 3.286 4.067
H -0.567 2.147 4.452
H -1.695 1.105 2.501

Atom charges from the Mulliken analysis, given in e for atoms 1 to 5:
1 O -0.4516
2 C -0.0833
3 Co 0.4113
4 C 0.1427
5 O -0.4798

---

Record 3
Density functional theory data (ωB97M-V/def2-TZVPD) for C23H15EuO6P as an isolated structure.

As for the expectation value of S²: 12.03. As for the net charge: +3. The calculation puts the LUMO energy (alpha / beta) at -13.646 / -12.166 eV. Its spin multiplicity is 7.

CARTESIAN COORDINATES (ANGSTROEM)
O 0.119 0.552 -6.837
C 0.120 0.554 -5.686
Eu 0.116 0.517 -2.848
O 2.415 -2.342 -3.350
C 1.703 -1.452 -3.392
C -1.464 2.547 -3.428
O -2.153 3.456 -3.323
C -1.892 -1.010 -3.407
O -2.805 -1.713 -3.352
C 2.139 2.112 -3.424
O 3.022 2.830 -3.324
O 0.162 0.856 -0.770
P 0.010 0.022 0.538
C -1.612 -0.780 0.499
C -2.644 -0.181 1.244
C -3.902 -0.768 1.277
C -4.172 -1.898 0.507
C -3.179 -2.417 -0.322
C -1.911 -1.861 -0.352
C 1.470 -1.039 0.643
C 2.493 -0.627 1.514
C 3.630 -1.410 1.659
C 3.803 -2.551 0.876
C 2.839 -2.888 -0.073
C 1.685 -2.133 -0.217
C 0.076 1.463 1.612
C -0.024 1.187 2.974
C 0.026 2.238 3.874
C 0.174 3.548 3.410
C 0.273 3.822 2.043
C 0.225 2.781 1.125
H -2.420 0.720 1.821
H -4.663 -0.341 1.935
H -5.151 -2.361 0.550
H -3.392 -3.300 -0.936
H -1.132 -2.284 -0.998
H 2.348 0.285 2.099
H 4.367 -1.125 2.412
H 4.685 -3.166 1.007
H 2.976 -3.779 -0.697
H 0.925 -2.412 -0.956
H -0.137 0.143 3.272
H -0.055 1.984 4.931
H 0.210 4.358 4.131
H 0.389 4.855 1.684
H 0.304 3.008 0.056

Atom charges from the Mulliken analysis, given in e for atoms 1 to 5:
1 O -0.0631
2 C 0.2975
3 Eu 0.7678
4 O -0.0050
5 C 0.3265

---

Record 4
Density functional theory data (ωB97M-V/def2-TZVPD) for C23H15LaO5Sb as an isolated structure.

The calculation puts the energy above the lowest of the compared OMol25 structures with the same formula, charge and spin at 365.8 kcal/mol. As for the net charge: +3. The calculation puts the LUMO energy (alpha / beta) at -12.935 / -13.193 eV. Its spin multiplicity is 1.

CARTESIAN COORDINATES (ANGSTROEM)
O 1.590 -1.907 -1.889
C 1.024 -1.227 -1.216
La -0.080 0.100 0.098
O -2.684 -1.032 -1.215
C -1.724 -0.667 -0.787
C 1.729 0.660 0.780
O 2.682 1.033 1.217
C 0.079 1.441 -1.398
O 0.118 2.246 -2.164
C -0.072 -1.446 1.388
O -0.120 -2.245 2.167
C 0.514 3.169 6.455
C 0.240 1.835 6.150
C -0.355 1.509 4.930
C -0.678 2.516 4.017
C -0.408 3.850 4.323
C 0.188 4.174 5.544
Sb -1.488 1.912 2.142
C -3.193 0.810 2.851
C -3.406 -0.514 2.458
C -4.518 -1.212 2.917
C -5.429 -0.591 3.776
C -5.218 0.731 4.171
C -4.096 1.430 3.707
C -1.516 3.721 0.995
C -2.738 4.262 0.601
C -2.769 5.427 -0.169
C -1.577 6.046 -0.549
C -0.353 5.498 -0.155
C -0.321 4.337 0.616
H 0.987 3.420 7.403
H 0.498 1.046 6.854
H -0.552 0.465 4.689
H -0.645 4.638 3.608
H 0.409 5.215 5.782
H -2.707 -1.012 1.785
H -4.684 -2.245 2.605
H -6.300 -1.136 4.134
H -5.926 1.218 4.839
H -3.941 2.463 4.018
H -3.671 3.778 0.890
H -3.726 5.849 -0.479
H -1.602 6.951 -1.153
H 0.579 5.982 -0.454
H 0.637 3.910 0.915

Atom charges from the Mulliken analysis, given in e for atoms 1 to 5:
1 O 0.0273
2 C 0.0558
3 La 1.5897
4 O -0.0048
5 C -0.0047